No. 1
This record from the OMol25 dataset describes a cluster of 4 separate species, C33H54ClFIN3O6 in total. The level of theory is ωB97M-V with the def2-TZVPD basis set.

The value obtained for the molar mass is 770.2 u. As for the SMILES: CC(=O)OC(=O)CC1=C(Cl)C(=O)c2c(I)c(O)c(C)c(F)c2C1=O.CCN(CC)CC.CCN(CC)CC.CCN(CC)CC. The HOMO energy comes out at -7.96 eV.

Last column: Mulliken charge in e.
Cartesian coordinates (Å):
C 5.26 0.88 -0.18  -0.70
C 4.70 1.14 1.31  0.67
O 5.04 2.21 1.87  -0.49
O 3.85 0.23 2.03  -0.32
C 2.57 0.33 1.38  0.48
O 2.26 1.26 0.60  -0.56
C 1.41 -0.76 1.67  -0.80
C 1.17 -1.53 0.29  0.10
C -0.05 -1.39 -0.42  0.44
Cl -1.44 -0.34 0.09  -0.17
C -0.23 -2.23 -1.77  0.07
O -1.38 -2.68 -2.03  -0.50
C 1.06 -2.45 -2.66  0.69
C 0.98 -2.52 -4.21  -0.74
I -0.86 -2.28 -5.36  0.14
C 2.31 -2.80 -5.01  0.47
O 2.19 -2.86 -6.44  -0.51
C 3.66 -2.99 -4.26  0.32
C 4.94 -3.31 -5.15  -1.19
C 3.69 -2.87 -2.69  0.20
F 4.95 -3.04 -2.06  -0.33
C 2.42 -2.60 -1.87  0.25
C 2.37 -2.45 -0.26  0.33
O 3.23 -2.99 0.48  -0.51
H 6.01 0.03 -0.12  0.25
H 5.76 1.83 -0.57  0.26
H 4.39 0.62 -0.90  0.30
H 1.68 -1.48 2.52  0.30
H 0.47 -0.19 2.04  0.33
H 1.80 -1.98 -6.68  0.31
H 4.98 -2.57 -6.04  0.29
H 4.95 -4.38 -5.58  0.29
H 5.89 -3.21 -4.53  0.33
C -7.13 -1.99 4.86  -1.49
C -6.52 -1.46 3.57  -0.20
N -5.07 -1.58 3.51  0.12
C -4.47 -0.81 2.42  -0.66
C -4.82 -1.22 0.99  -0.83
C -4.52 -2.91 3.71  -0.72
C -4.99 -4.02 2.77  -0.91
H -6.67 -1.52 5.74  0.34
H -8.20 -1.77 4.89  0.45
H -7.02 -3.08 4.95  0.30
H -6.80 -0.40 3.50  0.36
H -7.01 -1.97 2.72  0.24
H -3.38 -0.81 2.53  0.33
H -4.76 0.24 2.55  0.34
H -4.31 -2.14 0.70  0.16
H -4.49 -0.45 0.30  0.39
H -5.89 -1.35 0.84  0.26
H -4.75 -3.23 4.74  0.37
H -3.43 -2.87 3.68  0.32
H -6.07 -4.03 2.63  0.23
H -4.71 -5.00 3.18  0.38
H -4.51 -3.95 1.79  0.24
C -7.44 1.90 0.29  -1.25
C -8.35 2.27 -0.88  -0.39
N -7.96 1.64 -2.14  0.10
C -8.63 2.22 -3.30  -0.69
C -10.15 2.07 -3.39  -0.97
C -7.87 0.19 -2.13  -0.44
C -9.12 -0.60 -1.72  -1.05
H -6.39 2.10 0.05  0.30
H -7.71 2.50 1.17  0.47
H -7.54 0.85 0.56  0.17
H -8.29 3.36 -1.00  0.44
H -9.39 2.05 -0.61  0.25
H -8.18 1.81 -4.22  0.34
H -8.39 3.29 -3.33  0.41
H -10.44 1.06 -3.66  0.22
H -10.53 2.73 -4.18  0.40
H -10.65 2.35 -2.47  0.27
H -7.06 -0.10 -1.46  0.11
H -7.54 -0.17 -3.11  0.34
H -9.59 -0.20 -0.82  0.23
H -8.84 -1.64 -1.50  0.41
H -9.86 -0.64 -2.52  0.31
C 11.21 1.28 -0.12  -1.49
C 9.92 1.93 0.35  -0.15
N 9.92 2.29 1.76  0.08
C 8.60 2.64 2.27  -0.67
C 7.91 3.87 1.70  -0.98
C 11.01 3.17 2.20  -0.72
C 11.16 4.52 1.50  -0.94
H 11.47 0.42 0.50  0.33
H 11.10 0.93 -1.15  0.44
H 12.05 1.98 -0.11  0.31
H 9.11 1.21 0.17  0.29
H 9.70 2.80 -0.30  0.26
H 8.65 2.74 3.36  0.33
H 7.94 1.78 2.11  0.34
H 8.35 4.79 2.07  0.32
H 6.86 3.88 2.00  0.43
H 7.93 3.89 0.60  0.18
H 11.95 2.62 2.09  0.41
H 10.92 3.33 3.28  0.34
H 11.09 4.44 0.42  0.24
H 12.14 4.94 1.74  0.38
H 10.42 5.24 1.85  0.26

---

No. 2
This record from the OMol25 dataset describes a cluster of 6 separate species, C33H54FN3O17 in total. The level of theory is ωB97M-V with the def2-TZVPD basis set.

The value obtained for the molar mass is 783.8 u. As for the SMILES: CC[C@@H](F)C1=C(N)C(=O)c2cc(N)cc(N)c2C1=O.CCOC(=O)OC.CCOC(=O)OC.CCOC(=O)OC.CCOC(=O)OC.CCOC(=O)OC. The HOMO energy comes out at -8.58 eV.

Last column: Mulliken charge in e.
Cartesian coordinates (Å):
C 5.57 0.37 -2.31  -1.05
C 5.85 -1.12 -2.48  -0.48
C 4.59 -2.00 -2.56  -0.80
F 4.94 -3.31 -2.26  -0.41
C 3.42 -1.56 -1.73  0.61
C 3.46 -1.29 -0.41  0.58
N 4.55 -1.38 0.41  -0.37
C 2.20 -0.84 0.25  0.03
O 1.96 -1.14 1.39  -0.60
C 1.29 -0.04 -0.59  0.68
C 0.53 0.97 -0.04  -1.20
C -0.27 1.72 -0.90  1.01
N -1.05 2.80 -0.35  -0.58
C -0.33 1.44 -2.26  -0.78
C 0.43 0.41 -2.81  0.13
N 0.43 0.13 -4.17  -0.53
C 1.25 -0.33 -1.95  -0.04
C 2.13 -1.42 -2.44  0.03
O 1.83 -2.14 -3.36  -0.67
H 4.60 0.67 -2.68  0.23
H 5.68 0.68 -1.28  0.25
H 6.32 0.93 -2.87  0.38
H 6.41 -1.29 -3.39  0.49
H 6.46 -1.50 -1.67  0.33
H 4.27 -2.00 -3.60  0.46
H 5.23 -2.07 0.10  0.29
H 4.28 -1.53 1.37  0.07
H 0.55 1.19 1.01  0.60
H -0.39 3.39 0.14  0.24
H -1.35 3.36 -1.13  0.29
H -0.95 2.01 -2.94  0.24
H -0.39 0.52 -4.61  0.27
H 0.44 -0.86 -4.36  0.31
C -6.69 2.94 -5.96  -0.80
C -5.25 3.07 -6.41  -0.21
O -4.34 2.63 -5.40  -0.37
C -4.16 1.32 -5.31  0.77
O -4.68 0.48 -6.00  -0.56
O -3.30 1.08 -4.32  -0.27
C -3.03 -0.31 -4.08  -0.59
H -6.84 3.46 -5.01  0.29
H -7.36 3.37 -6.70  0.39
H -6.97 1.90 -5.82  0.04
H -5.00 4.11 -6.59  0.30
H -5.07 2.52 -7.34  0.31
H -2.73 -0.81 -4.99  0.35
H -3.91 -0.80 -3.67  0.34
H -2.21 -0.34 -3.37  0.07
C 2.81 -1.23 5.42  -1.22
C 3.72 -0.76 4.31  0.61
O 4.67 0.22 4.78  -0.37
C 5.73 -0.28 5.41  0.74
O 5.98 -1.45 5.58  -0.52
O 6.48 0.74 5.82  -0.36
C 7.65 0.36 6.55  -0.64
H 2.33 -0.38 5.90  0.37
H 2.04 -1.89 5.02  0.35
H 3.37 -1.78 6.18  0.18
H 3.14 -0.25 3.54  0.33
H 4.24 -1.59 3.84  -0.29
H 8.24 -0.37 5.99  0.29
H 7.37 -0.05 7.52  0.29
H 8.23 1.26 6.69  0.23
C 4.99 -4.41 5.05  -0.97
C 5.29 -4.41 6.54  -0.10
O 4.44 -5.33 7.24  -0.37
C 4.82 -6.61 7.18  0.74
O 5.80 -7.04 6.63  -0.55
O 3.92 -7.34 7.85  -0.35
C 4.18 -8.74 7.85  -0.64
H 3.92 -4.24 4.88  0.24
H 5.56 -3.64 4.55  0.21
H 5.23 -5.38 4.61  0.47
H 5.07 -3.43 6.96  0.23
H 6.33 -4.63 6.74  0.30
H 5.20 -8.95 8.19  0.30
H 4.03 -9.15 6.86  0.29
H 3.48 -9.19 8.55  0.22
C -0.72 9.46 3.05  -1.08
C 0.42 8.54 3.44  -0.18
O -0.07 7.30 3.97  -0.37
C -0.45 6.40 3.07  0.79
O -0.39 6.53 1.87  -0.57
O -0.88 5.32 3.72  -0.36
C -1.36 4.28 2.85  -0.46
H -1.40 9.60 3.88  0.29
H -0.34 10.43 2.74  0.35
H -1.29 9.04 2.22  0.31
H 1.00 8.99 4.24  0.29
H 1.09 8.35 2.60  0.31
H -0.62 4.04 2.10  0.07
H -2.29 4.58 2.38  0.31
H -1.53 3.41 3.48  0.29
C -12.40 -2.35 -6.45  -1.09
C -11.38 -1.85 -7.46  -0.19
O -10.44 -0.95 -6.86  -0.36
C -9.45 -1.52 -6.18  0.73
O -9.27 -2.71 -6.06  -0.56
O -8.68 -0.56 -5.68  -0.30
C -7.58 -1.03 -4.90  -0.58
H -12.88 -1.51 -5.95  0.29
H -13.16 -2.95 -6.94  0.35
H -11.92 -2.96 -5.68  0.31
H -11.88 -1.27 -8.24  0.29
H -10.86 -2.67 -7.93  0.32
H -6.99 -1.76 -5.45  0.32
H -7.94 -1.47 -3.96  0.35
H -6.96 -0.17 -4.68  0.09

---

No. 3
This record from the OMol25 dataset describes a structure of composition C33H54FN4O2SSi3V. The level of theory is ωB97M-V with the def2-TZVPD basis set.

The value obtained for the molar mass is 725.1 u. As for the multiplicity: 2. The HOMO energy (alpha / beta) comes out at -3.27 / -2.32 eV. As for the net charge: -1.

Last column: Löwdin spin population.
Cartesian coordinates (Å):
V 0.98 1.52 1.68  1.02
C 2.72 0.84 4.38  0.00
O 2.71 0.70 2.97  0.01
Si 3.83 1.42 1.90  0.00
C 5.38 0.34 1.83  0.00
C 4.36 3.03 2.71  0.00
C 2.81 1.55 0.41  0.01
Si 2.94 3.17 -0.51  0.00
C 2.35 4.65 0.50  0.00
C 4.72 3.56 -1.06  0.00
C 1.95 3.22 -2.12  0.00
Si 2.77 0.04 -0.66  0.00
C 2.61 -1.55 0.39  0.00
C 4.31 -0.18 -1.75  0.00
C 1.33 -0.07 -1.88  0.00
H 3.54 1.47 4.72  0.00
H 2.82 -0.15 4.83  0.00
H 1.78 1.30 4.69  0.00
H 5.96 0.45 2.76  0.00
H 6.02 0.65 1.01  0.00
H 5.16 -0.72 1.70  0.00
H 5.01 2.83 3.57  0.00
H 3.49 3.58 3.06  0.00
H 4.92 3.66 2.02  0.00
H 3.10 5.00 1.22  0.00
H 1.44 4.42 1.06  0.00
H 2.13 5.48 -0.18  0.00
H 5.41 3.67 -0.22  0.00
H 4.75 4.50 -1.63  0.00
H 5.12 2.77 -1.70  0.00
H 0.92 2.91 -1.94  0.00
H 2.38 2.58 -2.89  0.00
H 1.95 4.24 -2.49  0.00
H 3.57 -1.89 0.78  0.00
H 2.20 -2.35 -0.23  0.00
H 1.95 -1.42 1.25  0.00
H 5.23 -0.15 -1.17  0.00
H 4.36 0.62 -2.50  0.00
H 4.27 -1.13 -2.29  0.00
H 0.38 0.18 -1.41  0.00
H 1.27 -1.10 -2.25  0.00
H 1.47 0.58 -2.74  0.00
F 0.81 2.84 3.00  0.03
N -1.90 -1.60 3.02  0.00
C -1.20 -0.47 2.72  -0.01
N -0.35 -0.12 3.65  0.00
C -0.50 -1.08 4.64  0.00
C 0.13 -1.20 5.87  0.00
C -0.21 -2.27 6.68  0.00
C -1.16 -3.21 6.27  0.00
C -1.81 -3.10 5.06  0.00
C -1.47 -2.02 4.26  0.00
H -2.52 -2.07 2.38  0.00
H -1.34 0.04 1.78  -0.01
H 0.86 -0.47 6.18  0.00
H 0.27 -2.39 7.64  0.00
H -1.40 -4.04 6.93  0.00
H -2.56 -3.83 4.75  0.00
C -5.47 -0.21 -3.94  0.00
C -6.11 0.82 -4.84  0.00
O -6.96 0.54 -5.64  0.00
S -5.56 2.51 -4.74  0.00
C -4.30 2.48 -3.49  -0.01
C -2.98 2.15 -3.82  0.00
C -2.02 2.06 -2.83  -0.01
C -2.33 2.31 -1.48  0.00
C -3.65 2.69 -1.18  -0.01
C -4.61 2.77 -2.17  0.00
C -1.35 2.12 -0.48  0.00
C -0.53 1.91 0.40  -0.02
H -5.46 0.12 -2.90  0.00
H -4.42 -0.34 -4.22  0.00
H -6.01 -1.14 -4.05  0.00
H -2.72 1.95 -4.85  0.00
H -1.00 1.80 -3.09  0.00
H -3.91 2.91 -0.15  0.00
H -5.63 3.05 -1.91  0.00
C 0.17 -4.07 -2.37  0.00
C -1.08 -4.28 -1.53  0.00
N -2.03 -3.19 -1.61  0.00
C -3.05 -3.31 -2.64  0.00
C -4.27 -4.11 -2.20  0.00
C -1.94 -2.11 -0.76  0.00
C -3.02 -1.07 -0.86  0.00
N -1.02 -1.91 0.10  0.00
H 0.89 -4.87 -2.20  0.00
H 0.64 -3.12 -2.11  0.00
H -0.07 -4.04 -3.43  0.00
H -0.82 -4.44 -0.48  0.00
H -1.60 -5.19 -1.84  0.00
H -2.60 -3.78 -3.51  0.00
H -3.36 -2.31 -2.97  0.00
H -3.98 -5.12 -1.89  0.00
H -4.99 -4.20 -3.01  0.00
H -4.76 -3.64 -1.35  0.00
H -2.95 -0.53 -1.81  0.00
H -2.86 -0.33 -0.08  0.00
H -4.02 -1.49 -0.78  0.00
H -0.28 -2.62 0.07  0.00

---

No. 4
This record from the OMol25 dataset describes a structure of composition C33H55BrCl3FN5O6S. The level of theory is ωB97M-V with the def2-TZVPD basis set.

The value obtained for the molar mass is 855.2 u. The HOMO energy comes out at -10.16 eV. As for the net charge: +1.

Last column: Mulliken charge in e.
Cartesian coordinates (Å):
C -1.44 0.84 3.71  -1.00
N -0.36 0.32 2.85  -0.01
C -0.82 -0.35 1.64  -2.52
C 0.33 -0.68 0.57  0.47
C 1.39 -1.26 1.63  -1.13
O 2.53 -0.91 1.68  -0.30
N 0.99 -2.23 2.68  0.15
C 1.91 -3.29 2.77  0.36
O 2.53 -3.79 1.89  -0.31
F 2.04 -3.83 4.04  -0.29
C 0.84 0.61 -0.30  1.54
N -0.34 1.20 -0.95  -0.39
C 1.56 1.80 0.46  -1.70
C 0.81 3.16 0.65  -0.34
C -0.39 3.25 1.62  -0.79
Br 2.19 4.43 1.36  -0.14
C 1.60 -0.05 -1.59  1.46
N 1.08 0.40 -2.94  -0.83
C 3.14 0.12 -1.85  -2.10
C 4.22 0.17 -0.73  -1.05
C 5.00 -1.20 -0.47  -0.04
S 6.73 -0.89 0.09  -0.26
C 0.91 -1.51 -1.57  -0.09
Cl 2.25 -2.76 -1.19  0.17
Cl 0.51 -2.23 -3.22  -0.11
N -0.19 -1.70 -0.45  0.70
Cl 0.21 -3.37 -0.06  -0.03
C -1.63 -1.66 -0.84  -0.32
C -2.65 -2.56 -0.09  -0.07
C -2.86 -4.00 -0.38  -0.05
C -3.84 -4.82 0.29  -0.75
C -4.72 -4.26 1.32  -0.44
C -4.57 -2.84 1.61  -0.77
C -3.58 -2.04 0.93  0.01
H -1.33 1.94 3.89  0.35
H -2.44 0.65 3.24  0.31
H -1.44 0.30 4.70  0.27
H 0.43 0.95 2.74  0.38
H -1.18 -1.37 1.96  0.62
H -1.70 0.17 1.21  0.80
H 0.87 -1.74 3.57  0.32
H -0.18 2.00 -1.53  0.41
H -1.10 1.43 -0.31  0.11
H 2.00 1.51 1.46  0.54
H 2.46 2.07 -0.17  0.74
H 0.50 3.63 -0.32  0.59
H -0.88 4.25 1.48  0.43
H -0.04 3.22 2.69  0.37
H -1.20 2.48 1.51  -0.11
H 1.77 0.13 -3.66  0.37
H 1.14 1.43 -3.00  0.37
H 3.46 -0.69 -2.58  0.73
H 3.26 1.07 -2.45  0.34
H 5.05 0.83 -1.12  0.74
H 3.95 0.63 0.25  0.32
H 5.06 -1.68 -1.49  -0.19
H 4.44 -1.92 0.17  0.24
H 6.91 -1.88 1.04  0.15
H -1.82 -1.92 -1.92  0.65
H -2.09 -0.63 -0.78  0.33
H -2.23 -4.47 -1.17  0.37
H -3.91 -5.89 0.03  0.36
H -5.45 -4.92 1.83  0.38
H -5.25 -2.38 2.37  0.36
H -3.53 -0.95 1.19  0.32
C -4.37 4.70 4.19  -1.16
C -4.48 3.63 3.14  0.80
O -3.49 3.12 2.66  -0.47
C -5.87 3.23 2.71  -0.72
H -3.32 4.89 4.41  0.30
H -4.83 5.62 3.84  0.31
H -4.86 4.37 5.11  0.35
H -6.39 4.09 2.29  -0.03
H -6.42 2.84 3.57  0.39
H -5.80 2.45 1.95  0.24
C -9.46 6.94 2.74  -1.14
C -8.42 6.20 1.93  0.83
O -7.32 5.95 2.38  -0.55
C -8.80 5.79 0.53  -1.10
H -9.05 7.17 3.72  0.28
H -9.73 7.87 2.25  0.35
H -10.34 6.31 2.87  0.35
H -9.04 6.68 -0.06  0.35
H -9.66 5.12 0.56  0.32
H -7.96 5.28 0.06  0.27
C 4.11 -6.05 -2.23  -0.69
C 5.07 -5.40 -3.19  0.73
O 5.24 -4.20 -3.19  -0.43
C 5.82 -6.30 -4.14  -1.22
H 3.65 -5.29 -1.61  -0.08
H 3.33 -6.57 -2.79  0.34
H 4.64 -6.75 -1.59  0.35
H 5.11 -6.83 -4.78  0.35
H 6.43 -7.01 -3.58  0.34
H 6.48 -5.70 -4.77  0.28
C 7.30 0.69 -5.38  -1.29
C 6.74 -0.24 -4.33  0.82
O 6.46 0.16 -3.23  -0.44
C 6.55 -1.68 -4.72  -0.82
H 7.39 1.69 -4.97  0.32
H 8.29 0.35 -5.69  0.35
H 6.63 0.72 -6.25  0.34
H 7.51 -2.12 -4.99  0.40
H 5.85 -1.75 -5.55  0.32
H 6.14 -2.23 -3.87  0.08